(1)
C2H3FNP | wB97M-V/def2-TZVPD

Charge = 0
Energy above the lowest of the compared OMol25 structures with the same formula, charge and spin = 59.2 kJ/mol
Lowest unoccupied orbital energy = 0.29 eV
SMILES = [H]/N=C1/CP1F
Orbital gap = 8.8 eV
M = 91.0 g mol⁻¹

```
8
Properties=species:S:1:pos:R:3:forces:R:3
H 0.8640 2.4127 0.4385 0.2 -2.6 -1.3
N 1.1776 1.4219 0.0524 -0.1 1.7 1.3
C 0.3717 0.4816 0.1788 -2.6 -2.7 0.3
C 0.1519 -1.1340 0.0170 1.3 3.8 -1.1
P -1.4397 -0.1964 0.5671 1.4 0.3 -0.9
F -2.2660 0.0703 -0.8460 1.0 -0.3 1.0
H 0.3213 -1.3323 -1.0613 -0.5 -0.2 0.7
H 0.8192 -1.7239 0.6536 -0.7 0.0 0.1
```
Positions in Å, forces in eV/Å.

These are the natural (NBO) partial charges, in e, on atoms 1 to 4:
1. H 0.366
2. N -0.600
3. C 0.091
4. C -0.792



(2)
C3H3IO2 | wB97M-V/def2-TZVPD

Charge = 0
Energy above the lowest of the compared OMol25 structures with the same formula, charge and spin = 343.7 kJ/mol
Lowest unoccupied orbital energy = 0.08 eV
SMILES = O=C=C1CO1.I
Orbital gap = 8.8 eV
M = 198.0 g mol⁻¹

```
9
Properties=species:S:1:pos:R:3:forces:R:3
O 1.8176 1.2648 0.1425 -0.5 0.1 -0.4
C 0.9405 0.7892 -0.4701 1.1 -0.1 0.6
C -0.0662 0.2009 -1.0065 -0.8 -2.0 -1.3
C -0.8857 -1.0366 -1.2679 2.9 3.7 -0.8
O -0.6442 0.0124 -2.2720 -0.4 -0.4 0.8
H -0.5796 -2.0038 -1.4804 1.2 -1.4 -0.4
H -1.7338 -0.9124 -0.7522 -3.6 0.0 1.3
I 1.9924 2.8771 3.2007 0.8 -0.6 0.3
H 3.2632 1.8302 3.4433 -0.8 0.7 -0.2
```
Positions in Å, forces in eV/Å.

These are the natural (NBO) partial charges, in e, on atoms 1 to 4:
1. O -0.438
2. C 0.627
3. C -0.100
4. C -0.042



(3)
C6H14Cl2NO3PSSi | wB97M-V/def2-TZVPD

Charge = 0
Lowest unoccupied orbital energy = -0.19 eV
SMILES = C[C@@H](Cl)[C@H](Cl)[Si@@H](CCC(N)=O)P(O)(O)=S
Orbital gap = 8.8 eV
M = 310.2 g mol⁻¹

```
29
Properties=species:S:1:pos:R:3:forces:R:3
C 2.1387 0.9314 0.9837 0.2 0.1 -0.2
C 2.8052 -0.0134 -0.0147 0.1 0.2 -0.1
Cl 4.5507 -0.1136 0.4365 -0.1 0.0 0.0
C 2.1641 -1.3910 -0.0450 0.0 0.0 0.0
Cl 3.0677 -2.5037 -1.1198 0.0 0.0 0.0
Si 0.3361 -1.4352 -0.6017 -0.2 -0.1 0.5
C -0.7751 -0.9356 0.8558 0.1 0.1 0.0
C -1.6971 0.2804 0.7112 -0.1 0.0 -0.1
C -3.0163 0.1467 1.4703 -0.1 -0.2 0.1
N -3.8721 1.2884 1.4599 0.3 0.0 -0.3
O -3.3375 -0.8610 2.0387 0.2 0.2 0.1
P 0.0484 -0.2205 -2.4934 0.2 -0.2 -0.5
O -1.5357 0.0196 -2.7414 -0.1 0.1 0.2
O 0.5496 1.3097 -2.2535 0.1 0.1 0.2
S 0.9172 -1.1267 -3.9305 -0.1 0.2 0.1
H 1.0727 1.0670 0.7627 0.1 -0.1 0.1
H 2.6187 1.9140 0.9300 -0.1 -0.2 0.0
H 2.2609 0.5518 2.0020 -0.2 0.0 -0.1
H 2.8098 0.4152 -1.0226 0.0 -0.1 0.2
H 2.2012 -1.8436 0.9552 0.0 0.1 -0.1
H 0.0264 -2.8209 -0.9786 0.0 0.0 -0.1
H -0.1174 -0.7779 1.7218 -0.2 -0.1 -0.1
H -1.3841 -1.8119 1.1089 0.0 0.1 -0.1
H -1.2166 1.1998 1.0758 -0.1 -0.1 -0.1
H -1.9750 0.4810 -0.3320 0.0 -0.1 0.1
H -3.7074 1.8440 0.6267 0.1 0.1 0.1
H -3.6823 1.8817 2.2612 -0.3 -0.1 0.1
H -1.7900 0.9316 -2.5385 0.0 -0.1 -0.2
H 0.5394 1.5927 -1.3288 0.0 0.0 -0.1
```
Positions in Å, forces in eV/Å.

These are the natural (NBO) partial charges, in e, on atoms 1 to 4:
1. C -0.629
2. C -0.205
3. Cl -0.060
4. C -0.634



(4)
C5H5N3 | wB97M-V/def2-TZVPD

Charge = 0
Energy above the lowest of the compared OMol25 structures with the same formula, charge and spin = 179.5 kJ/mol
Lowest unoccupied orbital energy = 0.64 eV
SMILES = N#CC1=NN[C@@H]2C[C@H]12
Orbital gap = 9.2 eV
M = 107.1 g mol⁻¹

```
13
Properties=species:S:1:pos:R:3:forces:R:3
N 3.5642 0.0283 0.0381 0.4 -0.1 0.0
C 2.4554 0.3152 -0.0122 -0.5 0.7 0.2
C 1.0442 0.5140 -0.0699 -0.3 1.5 0.1
N 0.3694 1.6090 0.2192 1.1 -1.0 -0.1
N -0.9431 1.3646 0.0434 1.2 0.3 -0.3
C -1.1756 0.0159 -0.4200 -1.0 0.0 1.8
C -0.7508 -1.0161 0.6507 -1.3 -1.1 -2.3
C 0.1821 -0.5919 -0.4293 0.4 -1.1 -0.5
H -1.4961 2.2035 0.1385 -0.4 -0.7 -0.3
H -1.9927 -0.2161 -1.0968 0.2 0.3 0.1
H -0.6050 -0.8464 1.6795 0.1 0.6 0.9
H -1.1365 -1.9908 0.3621 -0.1 0.0 0.6
H 0.4847 -1.3892 -1.1034 0.2 0.5 -0.1
```
Positions in Å, forces in eV/Å.

These are the natural (NBO) partial charges, in e, on atoms 1 to 4:
1. N -0.297
2. C 0.260
3. C -0.003
4. N -0.130



(5)
C13H16CaIN3S | wB97M-V/def2-TZVPD

Charge = 0
Energy above the lowest of the compared OMol25 structures with the same formula, charge and spin = 119.8 kJ/mol
Lowest unoccupied orbital energy = -0.58 eV
Orbital gap = 5.9 eV
M = 413.3 g mol⁻¹

```
35
Properties=species:S:1:pos:R:3:forces:R:3
C 1.7610 -5.1516 -2.9249 0.0 0.0 0.1
C 1.8803 -5.8629 -1.5736 0.0 0.0 -0.1
H 0.7931 -5.3552 -3.3959 0.1 0.1 0.1
H 2.5434 -5.4813 -3.6170 -0.1 0.0 0.1
H 1.8536 -4.0660 -2.8111 0.0 -0.2 0.0
H 1.2105 -5.4168 -0.8301 0.1 -0.1 -0.1
H 1.6219 -6.9239 -1.6597 0.1 0.1 0.0
H 2.9012 -5.8001 -1.1812 -0.2 0.0 0.0
Ca 0.1285 -0.4684 -0.3991 -3.5 1.9 0.0
C 1.5152 -1.7423 0.3848 2.4 -2.3 1.8
H 0.9512 -2.5217 0.9137 0.3 -0.2 0.4
H 2.1159 -1.1484 1.0862 0.2 -0.3 0.3
H 2.1695 -2.2046 -0.3540 0.1 -0.1 0.3
I 1.0602 -0.9565 -2.7569 0.6 -0.9 -3.9
N -1.0319 3.6124 0.8725 1.6 0.8 -1.0
C -2.0545 3.0539 1.5396 -2.6 1.7 2.0
C -3.0223 3.6834 2.3170 -0.9 -0.7 0.6
C -3.9772 2.8655 2.9492 0.9 0.1 -0.6
C -3.9416 1.4598 2.7850 0.9 0.0 -0.7
C -2.9533 0.8554 1.9810 -1.2 0.7 0.9
C -2.0241 1.6939 1.3732 -1.0 -0.7 0.5
N -0.9875 1.3718 0.5824 2.0 2.1 -0.8
C -0.3864 2.5582 0.3203 0.6 -1.8 -0.8
C 0.8695 2.6253 -0.4457 0.6 1.0 -0.2
C 1.5671 3.7881 -0.7501 -0.9 -1.1 0.4
S 2.9658 3.3357 -1.5703 1.0 0.7 -0.5
C 2.6317 1.6878 -1.5045 -2.7 0.4 1.6
N 1.4541 1.4730 -0.8741 1.7 0.6 -0.3
H -0.7777 4.6247 0.8245 -0.4 -1.7 0.1
H -3.0330 4.7593 2.4400 0.0 0.0 0.0
H -4.7399 3.3168 3.5713 0.0 0.0 0.0
H -4.6779 0.8440 3.2843 0.0 0.0 0.0
H -2.9132 -0.2175 1.8503 0.0 0.0 0.0
H 1.2756 4.7994 -0.5013 0.3 -0.1 -0.2
H 3.2513 0.9088 -1.9255 -0.2 0.0 0.0
```
Positions in Å, forces in eV/Å.

These are the natural (NBO) partial charges, in e, on atoms 1 to 4:
1. C -0.611
2. C -0.604
3. H 0.196
4. H 0.194



(6)
C15H19BrClNO2 | wB97M-V/def2-TZVPD

Charge = 0
Energy above the lowest of the compared OMol25 structures with the same formula, charge and spin = 0.0 kJ/mol
Lowest unoccupied orbital energy = 0.66 eV
SMILES = CN(C(=O)COc1ccc(Cl)cc1Br)C1CCCCC1
Orbital gap = 9.7 eV
M = 360.7 g mol⁻¹

```
39
Properties=species:S:1:pos:R:3:forces:R:3
C 0.8498 2.5437 1.8842 0.2 0.2 -0.1
N 0.8431 1.1259 2.1702 -0.2 0.0 0.2
C 1.3242 0.2022 1.3141 0.1 0.0 -0.4
O 1.3440 -0.9908 1.5610 0.1 -0.3 -0.1
C 1.8438 0.7119 -0.0353 0.3 -0.2 0.0
O 0.8129 1.2583 -0.8522 -0.3 0.0 0.0
C -0.1500 0.3481 -1.2181 -0.1 -0.2 -0.2
C -1.2871 0.1547 -0.4441 0.2 0.1 -0.1
C -2.2681 -0.7363 -0.8374 0.0 -0.1 -0.1
C -2.1145 -1.4446 -2.0198 0.2 0.2 0.1
Cl -3.3321 -2.5585 -2.5169 -0.2 -0.2 -0.1
C -0.9943 -1.2645 -2.8161 0.0 0.0 0.1
C -0.0231 -0.3703 -2.4050 0.2 0.2 0.1
Br 1.5099 -0.0855 -3.4776 -0.1 -0.1 0.0
C 0.3994 0.6809 3.4876 -0.1 0.0 0.1
C -1.1130 0.8326 3.6668 0.1 -0.3 0.0
C -1.5323 0.2524 5.0150 -0.1 0.3 0.0
C -0.7834 0.9396 6.1526 0.1 -0.3 0.0
C 0.7237 0.8006 5.9595 -0.1 0.3 0.0
C 1.1460 1.3913 4.6168 0.0 -0.3 0.0
H 1.8217 2.9902 2.1153 -0.1 0.1 0.0
H 0.0922 3.0328 2.4922 0.0 0.0 0.0
H 0.6158 2.7267 0.8377 0.0 0.0 0.1
H 2.5745 1.5127 0.0934 0.0 -0.1 0.0
H 2.3240 -0.1381 -0.5347 -0.1 0.1 0.1
H -1.3952 0.7164 0.4704 0.0 0.1 0.1
H -3.1468 -0.8838 -0.2303 -0.1 0.0 0.0
H -0.8793 -1.8118 -3.7383 0.0 0.0 0.0
H 0.6428 -0.3868 3.5221 -0.1 0.2 0.0
H -1.3983 1.8867 3.6248 0.0 0.1 -0.1
H -1.6286 0.3054 2.8613 0.0 0.0 -0.1
H -2.6089 0.3746 5.1491 0.0 -0.1 0.0
H -1.3114 -0.8167 5.0292 0.0 -0.1 0.0
H -1.0508 1.9989 6.1772 0.0 0.1 0.0
H -1.0771 0.4996 7.1072 0.0 0.1 0.0
H 1.2518 1.3101 6.7677 0.1 -0.1 0.0
H 0.9979 -0.2556 5.9925 0.1 -0.1 0.0
H 0.9178 2.4591 4.6095 0.0 0.1 0.0
H 2.2220 1.2710 4.4754 0.0 0.1 0.0
```
Positions in Å, forces in eV/Å.

These are the natural (NBO) partial charges, in e, on atoms 1 to 4:
1. C -0.426
2. N -0.435
3. C 0.647
4. O -0.621



- Number 5 is which compound?
  C13H16CaIN3S



- What is the formula in the sixth record?
  C15H19BrClNO2